1.
# C5H3F

The molecule C5H3F at a distorted geometry (wB97M-V/def2-TZVPD, OMol25).

Last column: natural (NBO) charge in e.
Positions of all 9 atoms, in Å:
C (-3.175405, 0.446152, -0.083376)  -0.151
C (-1.983763, 0.288008, 0.044396)  -0.104
C (-0.634735, -0.067059, -0.023848)  -0.065
C (0.556218, -0.177380, -0.238654)  0.020
C (2.049009, -0.282346, 0.006674)  -0.009
F (2.566433, 0.959871, -0.042461)  -0.348
H (-4.313056, 0.379414, 0.011749)  0.261
H (2.253472, -0.703833, 1.111648)  0.198
H (2.681824, -0.842824, -0.786129)  0.199

Force components x, y, z for each atom (eV/Å):
-1.9 -0.5 0.8
0.0 -0.7 -0.6
0.4 0.9 -0.5
0.5 -0.6 1.2
0.2 -2.0 0.5
0.5 1.6 0.2
2.5 0.5 -0.4
-0.6 0.6 -2.6
-1.6 0.2 1.4

* HOMO: -9.73 eV
* Kohn-Sham gap: 0.377 Ha
* SMILES: C#CC#CCF
* relative energy (zero: lowest compared OMol25 entry of this formula, charge and spin): 70.8 kJ/mol

2.
# C36H86N2

A cluster of 6 separate species, C36H86N2 in total at a distorted geometry (wB97M-V/def2-TZVPD, OMol25).

Last column: Mulliken charge in e.
Positions of all 124 atoms, in Å:
C (-1.587651, 1.857008, 2.847146)  -0.861
C (-2.777894, 2.194894, 1.918295)  -0.534
N (-2.600953, 3.514082, 1.184541)  0.986
C (-3.110504, 3.604051, -0.174069)  -0.951
C (-4.572274, 3.108236, -0.214230)  -1.640
C (-2.877172, 4.636438, 2.055827)  -0.898
C (-1.511988, 5.440478, 1.982159)  -1.177
H (-0.685613, 1.913890, 2.107248)  0.113
H (-1.454228, 0.820081, 3.424269)  0.005
H (-1.406284, 2.589743, 3.607028)  0.610
H (-3.678715, 2.085915, 2.392100)  0.202
H (-2.708995, 1.611603, 1.081736)  0.189
H (-2.615587, 3.090603, -0.891380)  0.537
H (-3.416398, 4.659776, -0.535551)  0.300
H (-5.255677, 3.780271, 0.305149)  0.289
H (-4.529195, 2.020803, -0.172746)  0.305
H (-4.980257, 3.420269, -1.018948)  0.780
H (-3.026863, 4.293215, 3.048792)  0.504
H (-3.770314, 5.259589, 1.709266)  0.388
H (-0.841086, 4.652157, 2.409896)  0.207
H (-1.776667, 6.296602, 2.590774)  0.458
H (-1.240440, 5.949150, 1.127311)  0.359
C (-2.765305, -2.163992, -6.206350)  -1.613
C (-2.549736, -2.111292, -4.649788)  -0.209
N (-3.503401, -1.380450, -3.850784)  0.172
C (-3.930827, -1.880332, -2.510378)  -1.464
C (-2.755693, -1.948958, -1.614280)  1.164
C (-3.280154, 0.142427, -3.934890)  -0.934
C (-4.475196, 0.980044, -3.328804)  -0.998
H (-2.763760, -1.112473, -6.534613)  0.297
H (-3.766229, -2.855442, -6.338107)  0.283
H (-1.917312, -2.420106, -6.430482)  0.634
H (-1.549976, -1.638633, -4.418213)  0.094
H (-2.475912, -3.184527, -4.331477)  0.334
H (-4.256426, -2.856473, -2.852519)  0.387
H (-4.787362, -1.487835, -2.065111)  0.431
H (-2.810873, -2.865939, -0.872486)  0.288
H (-2.476867, -1.050671, -1.052430)  -0.227
H (-2.003430, -2.204353, -2.121257)  -0.736
H (-3.200438, 0.457501, -4.956858)  0.436
H (-2.398037, 0.247788, -3.541682)  0.744
H (-5.385546, 0.662300, -3.558106)  0.513
H (-4.257005, 2.035145, -3.691389)  0.366
H (-4.297732, 0.905430, -2.206286)  -0.081
C (6.253854, -1.927626, 0.978775)  -1.672
C (4.996122, -2.226048, 0.407381)  0.080
C (3.862867, -1.470721, 1.157545)  -0.271
C (2.502156, -1.483697, 0.344979)  -0.687
C (1.326577, -0.846878, 1.096399)  -0.658
C (0.111617, -0.914552, 0.254276)  -0.820
H (7.088532, -2.587451, 0.820379)  0.406
H (6.326292, -2.032711, 2.004026)  0.441
H (6.489271, -0.901672, 0.811064)  0.350
H (4.649205, -3.343840, 0.697053)  0.132
H (5.023303, -2.110934, -0.651490)  0.212
H (4.230326, -0.475716, 1.436900)  -0.583
H (3.661795, -1.988455, 2.072026)  0.575
H (2.100320, -2.238806, -0.093086)  1.439
H (2.811473, -0.857270, -0.656730)  -0.235
H (1.149238, 0.066068, 1.439600)  0.582
H (1.109213, -1.533761, 1.975033)  -0.477
H (-0.359485, -1.955667, 0.047960)  0.742
H (0.290213, -0.423231, -0.650300)  1.405
H (-0.957917, -0.388866, 0.608639)  -1.097
C (-0.217363, -4.804709, -2.686115)  -1.008
C (0.732522, -4.116844, -3.819523)  -0.262
C (1.372038, -2.788053, -3.239474)  1.163
C (2.110436, -2.040124, -4.215386)  -1.718
C (2.924318, -0.774027, -3.678831)  0.745
C (3.585394, -0.229533, -4.841858)  -1.381
H (-0.493362, -5.703172, -2.900384)  0.592
H (-1.124426, -4.162031, -2.535483)  -0.057
H (0.264313, -5.264300, -1.758658)  0.322
H (-0.031196, -3.598458, -4.519155)  -0.107
H (1.571789, -4.694430, -4.334253)  0.432
H (2.097202, -3.135978, -2.351158)  0.104
H (0.476873, -2.189598, -2.767463)  -0.568
H (1.646672, -1.806199, -5.131647)  0.423
H (3.031732, -2.602233, -4.387113)  0.407
H (3.588520, -1.320763, -3.003590)  -0.206
H (2.095811, -0.247207, -3.133620)  0.040
H (3.964007, 0.601778, -4.269536)  0.412
H (2.983847, 0.073272, -5.555956)  0.426
H (4.367422, -0.999965, -5.289990)  0.247
C (5.297621, 2.002629, 2.951620)  -1.339
C (4.511833, 2.986448, 2.202100)  -0.466
C (3.356863, 2.491393, 1.350440)  0.475
C (2.652252, 3.656271, 0.543381)  -1.340
C (1.412404, 3.143798, -0.244959)  1.661
C (0.564949, 4.180257, -0.934677)  -0.885
H (5.687116, 1.339803, 2.419341)  0.335
H (4.589058, 1.598721, 3.831877)  0.220
H (6.035215, 2.543791, 3.521382)  0.413
H (5.238208, 3.685979, 1.562408)  0.283
H (4.132748, 3.881386, 2.805543)  0.315
H (2.471740, 2.026842, 2.012406)  -0.063
H (3.703659, 1.738706, 0.676292)  0.265
H (3.284021, 4.194463, -0.005549)  0.713
H (2.272693, 4.350286, 1.347446)  0.329
H (0.936905, 2.588464, 0.313924)  -1.075
H (1.724150, 2.431276, -1.115355)  -0.219
H (-0.092735, 4.738927, -0.120944)  -0.093
H (-0.191874, 3.698304, -1.672456)  0.176
H (0.989194, 4.887305, -1.772869)  0.334
C (-1.183562, -1.377694, 7.764542)  -1.367
C (-0.648739, -1.946138, 6.342690)  -0.520
C (-1.399751, -1.253843, 5.270956)  -0.622
C (-0.867027, -1.810066, 3.888439)  -0.478
C (-1.651383, -1.351367, 2.602513)  0.912
C (-1.436059, -2.179888, 1.361486)  -0.001
H (-2.154079, -1.673859, 8.057854)  0.375
H (-0.984957, -0.323244, 7.759904)  0.327
H (-0.786708, -1.825137, 8.625608)  0.450
H (-0.796490, -3.028305, 6.539535)  0.295
H (0.434143, -1.775378, 6.262913)  0.348
H (-1.352044, -0.284007, 5.245556)  0.670
H (-2.469656, -1.728640, 5.251682)  0.154
H (-0.598715, -2.916539, 3.785507)  0.504
H (0.268662, -1.539660, 3.747980)  0.075
H (-1.685635, -0.194566, 2.414004)  -1.423
H (-2.687195, -1.413394, 2.776887)  0.700
H (-1.980546, -3.132817, 1.485290)  0.503
H (-0.446823, -2.359739, 1.314637)  0.393
H (-1.729007, -1.674371, 0.431102)  -1.261

Force components x, y, z for each atom (eV/Å):
2.3 -0.9 -0.8
2.7 2.0 -0.7
0.1 -1.1 1.4
-4.8 2.8 2.3
2.7 -1.4 3.9
1.3 1.7 -3.3
-2.7 -1.1 3.6
-1.2 -0.2 1.5
-1.0 2.8 -1.4
-0.1 0.8 0.4
-2.6 -0.1 1.1
-0.2 -2.7 -1.7
2.2 -1.4 -2.0
2.1 -1.0 0.9
0.2 -0.9 2.1
-1.2 0.1 0.7
-2.2 1.1 -7.0
-0.2 -0.1 0.9
0.9 -0.7 0.5
0.2 1.5 -0.5
0.9 0.3 1.2
0.5 0.0 -2.5
-10.1 2.8 4.9
0.5 -0.2 0.8
-2.3 2.8 -0.6
1.9 -1.4 -3.0
-4.7 -0.7 6.1
-6.2 -2.8 -1.8
6.8 1.6 2.1
-1.1 -0.4 -0.3
2.9 2.0 -0.5
8.7 -4.2 -3.6
-0.2 -0.6 -0.6
-0.2 0.9 0.1
0.0 -0.8 0.7
-1.4 1.5 0.2
-0.3 2.0 -1.0
-0.5 0.0 -0.2
6.2 -1.7 -4.3
0.0 -0.3 -0.8
5.0 1.6 2.8
-3.8 -1.5 -1.3
-0.7 -1.1 0.8
-0.7 0.5 -1.2
3.0 0.3 0.6
-4.3 -3.6 1.5
-0.9 -0.7 -1.8
4.3 9.0 0.9
-0.9 -5.2 -0.1
-3.3 0.3 -2.4
0.5 -0.2 -1.5
-0.9 0.1 2.7
0.7 0.8 -0.4
1.2 2.0 -1.3
-0.5 0.1 -0.9
-0.6 0.1 -0.3
0.2 -0.3 0.8
-1.7 -6.0 -2.1
-1.0 -0.9 2.2
1.4 4.5 1.8
0.6 0.7 -0.6
3.2 2.7 -1.8
0.7 1.0 -1.8
3.9 -0.2 -0.6
2.9 4.4 0.9
-1.3 1.8 1.0
-1.9 -2.3 3.8
3.7 1.0 0.6
-4.4 -4.3 1.0
5.0 -1.1 2.7
-2.5 -5.4 -2.9
1.1 -0.6 0.3
0.1 2.2 -0.3
1.3 -1.7 0.3
-1.6 0.3 0.7
-1.5 1.0 -1.6
1.7 -0.9 -0.6
-0.9 0.2 -1.1
-0.4 -0.8 -1.0
0.2 1.0 0.4
1.4 0.6 -0.4
1.7 1.1 -1.3
-3.0 1.5 -3.5
-1.3 1.9 1.1
-4.8 4.8 7.6
0.0 4.5 -1.7
-2.3 0.8 0.7
-3.2 -2.5 3.6
6.7 4.2 -7.5
-2.9 1.7 -1.3
3.2 -6.0 -4.4
1.5 0.2 -2.0
0.7 0.0 0.1
-1.2 -1.8 0.5
0.2 -1.5 0.0
2.1 0.7 -1.2
0.1 -0.8 -0.5
2.7 2.0 -2.5
0.2 -0.4 -0.7
-5.4 -5.3 5.8
0.1 0.9 1.5
1.5 -0.7 -2.0
0.8 0.2 1.6
0.1 -0.9 2.3
1.4 -0.2 -2.0
-0.3 0.1 4.2
-1.8 -9.1 -3.0
2.7 0.4 -1.7
-0.4 1.8 0.6
-5.0 -1.7 2.4
-2.0 0.3 -1.0
-0.4 0.6 0.4
2.1 -0.5 1.0
0.0 0.4 -1.3
-0.2 0.0 0.1
0.0 5.5 0.3
1.4 1.6 0.4
-1.5 0.9 0.7
-1.9 0.5 0.4
1.1 -3.0 -0.1
-1.7 -0.6 0.9
0.0 0.1 0.0
2.3 -1.8 0.8
-1.2 -1.3 1.7

* HOMO: -7.85 eV
* Kohn-Sham gap: 0.315 Ha
* SMILES: CCN(CC)CC.CCN(CC)CC.CCCCCC.CCCCCC.CCCCCC.CCCCCC
* relative energy (zero: lowest compared OMol25 entry of this formula, charge and spin): 522.9 kJ/mol

3.
# C9H7NO2

The molecule C9H7NO2 at a distorted geometry (wB97M-V/def2-TZVPD, OMol25).

Last column: natural (NBO) charge in e.
Positions of all 19 atoms, in Å:
O (-0.682615, -3.524683, 2.386212)  -0.541
C (-0.244512, -2.748692, 1.565535)  0.748
C (0.453413, -3.242173, 0.309423)  -0.366
N (0.576893, -1.940589, -0.355959)  -0.443
C (-0.029370, -1.073995, 0.361841)  0.503
C (-0.109707, 0.313635, -0.068354)  -0.122
C (-1.058245, 1.250959, 0.370108)  -0.173
C (-1.105950, 2.520642, -0.140286)  -0.225
C (-0.133371, 3.032002, -0.967505)  -0.189
C (0.954967, 2.250621, -1.333235)  -0.220
C (1.025131, 0.881058, -0.835078)  -0.135
O (-0.617842, -1.464745, 1.512684)  -0.446
H (1.469794, -3.763391, 0.350708)  0.253
H (-0.370637, -3.872040, -0.109244)  0.247
H (-1.854466, 1.015116, 1.030126)  0.224
H (-1.896707, 3.269310, 0.116722)  0.221
H (-0.086134, 4.134521, -1.261794)  0.220
H (1.756282, 2.626426, -1.901892)  0.216
H (1.953078, 0.336019, -1.030011)  0.231

Force components x, y, z for each atom (eV/Å):
0.5 1.3 0.0
-1.2 -5.1 2.4
0.3 1.6 0.1
-0.2 0.0 -0.5
1.1 0.6 -2.5
2.6 2.8 -0.5
-0.1 -0.9 -0.8
-0.7 2.2 0.1
1.3 1.5 -0.9
-1.0 -3.2 2.1
-1.9 1.3 -0.1
0.3 0.4 0.1
-1.7 0.6 0.3
1.1 0.2 -0.3
-0.5 -0.7 0.6
0.5 -1.2 0.2
-0.5 -1.7 0.3
0.8 0.4 -0.6
-0.7 -0.2 0.0

* HOMO: -9.35 eV
* Kohn-Sham gap: 0.348 Ha
* SMILES: O=C1CN=C(c2ccccc2)O1
* relative energy (zero: lowest compared OMol25 entry of this formula, charge and spin): 177.2 kJ/mol